{"formula": "C11H37N10NiO11", "method": "ωB97M-V/def2-TZVPD", "symbols": ["Ni", "O", "C", "O", "O", "H", "C", "O", "H", "H", "H", "H", "C", "O", "N", "N", "H", "H", "H", "H", "C", "O", "N", "N", "H", "H", "H", "H", "C", "O", "N", "N", "H", "H", "H", "H", "C", "O", "N", "N", "H", "H", "H", "H", "C", "O", "N", "N", "H", "H", "H", "H", "C", "C", "O", "H", "H", "H", "H", "H", "H", "C", "C", "O", "H", "H", "H", "H", "H", "H"], "xyz": [[-0.8293, -2.4290, 5.6403], [0.6465, -0.2103, 0.0170], [-0.4107, -0.9080, 0.5507], [-0.2158, -1.6690, 1.5531], [-1.4879, -0.8884, -0.0090], [1.4847, -0.3445, 0.4654], [-1.0566, -3.8581, -4.6800], [-0.0400, -3.9358, -3.7939], [-0.6917, -3.4178, -5.6080], [-1.4037, -4.8147, -5.0706], [-1.9438, -3.3054, -4.3708], [-0.0575, -3.1854, -3.1954], [4.3368, -0.1795, 7.4692], [3.5143, -0.7342, 6.7416], [4.8416, 0.9833, 7.4371], [5.0486, -0.8968, 8.2559], [4.5490, 1.5710, 6.6696], [5.6642, 1.1861, 7.9869], [5.5826, -0.3896, 8.9471], [4.8728, -1.8839, 8.3776], [-3.4159, 2.4903, 5.7490], [-2.5330, 1.6535, 5.6821], [-4.0791, 3.0322, 4.7924], [-3.9144, 2.9694, 6.8843], [-3.9487, 2.7372, 3.8353], [-4.7979, 3.6944, 5.0472], [-4.6124, 3.6789, 6.7127], [-3.6786, 2.5373, 7.7662], [-1.4140, 4.8491, -2.2485], [-0.8436, 5.9020, -1.8779], [-2.5753, 4.5833, -1.8181], [-1.0074, 3.9632, -3.1019], [-3.0449, 3.7452, -2.1297], [-3.0734, 5.1479, -1.1449], [-0.0304, 3.9385, -3.3570], [-1.5098, 3.0872, -3.1150], [-5.7793, -6.7309, -0.7724], [-6.7965, -7.1919, -1.1620], [-5.5812, -5.3756, -0.8072], [-4.8172, -7.4029, -0.3386], [-4.6789, -4.9296, -0.7236], [-6.3686, -4.7677, -0.9818], [-4.2814, -6.8588, 0.3225], [-5.0571, -8.3422, -0.0556], [-6.6775, 1.0756, -5.1487], [-5.6881, 0.8085, -5.6892], [-6.9789, 0.5066, -3.9542], [-7.5894, 1.8380, -5.6824], [-7.8082, 0.7924, -3.4535], [-6.2058, 0.2506, -3.3568], [-7.4547, 2.4253, -6.4929], [-8.4043, 1.8024, -5.0868], [7.8096, -0.2400, 2.1746], [6.8527, 0.1915, 1.0143], [5.6120, 0.5237, 1.6878], [7.9059, 0.5264, 2.9437], [8.8169, -0.3533, 1.7738], [7.4810, -1.2003, 2.5720], [6.7214, -0.6338, 0.3146], [7.2437, 0.9448, 0.3304], [5.4379, 1.4060, 2.0237], [6.2721, 1.1465, -5.0233], [4.7968, 1.5844, -4.8580], [4.5360, 2.2183, -3.6327], [6.9776, 1.9759, -5.0735], [6.3462, 0.4718, -5.8761], [6.5691, 0.3720, -4.3161], [4.1474, 0.7165, -4.9724], [4.5150, 2.2369, -5.6845], [4.2003, 1.5128, -3.0750]], "multiplicity": 3, "gap_ev": [3.93, 3.98], "total_charge": 1, "e_tot_ha": -3324.39444}



{"formula": "C11H38N6O12", "method": "ωB97M-V/def2-TZVPD", "symbols": ["N", "C", "N", "O", "H", "H", "H", "H", "N", "C", "N", "O", "H", "H", "H", "H", "N", "C", "N", "O", "H", "H", "H", "H", "O", "C", "C", "O", "H", "H", "H", "H", "H", "H", "O", "C", "C", "O", "H", "H", "H", "H", "H", "H", "O", "C", "C", "O", "H", "H", "H", "H", "H", "H", "O", "C", "C", "O", "H", "H", "H", "H", "H", "H", "O", "H", "H"], "xyz": [[11.1151, -23.5242, -18.2219], [11.8855, -23.9604, -19.2916], [12.7759, -23.0018, -19.6997], [11.7525, -25.0472, -19.8100], [11.3425, -22.5741, -17.9776], [10.8310, -24.2374, -17.5787], [12.9804, -22.2245, -19.1011], [13.4139, -23.3059, -20.4164], [13.4367, -26.8050, -24.1472], [13.2122, -25.9143, -23.1274], [12.4709, -26.4449, -22.1211], [13.5370, -24.7298, -23.1855], [13.1616, -27.7597, -24.0260], [13.9872, -26.5067, -24.9296], [12.2523, -25.8424, -21.3274], [11.9693, -27.2946, -22.2929], [16.9327, -22.2375, -19.3340], [17.9071, -23.0218, -18.7764], [18.2426, -22.6740, -17.5020], [18.3409, -23.9950, -19.3702], [16.6943, -22.5053, -20.2777], [16.5760, -21.3999, -18.9181], [18.9726, -23.1158, -16.9754], [17.6415, -22.0924, -16.9471], [16.3252, -26.1197, -19.7915], [15.7748, -26.0702, -21.0981], [16.8668, -25.6630, -22.0789], [17.9483, -26.5550, -22.0889], [16.8576, -25.3155, -19.7485], [15.3948, -27.0319, -21.4424], [14.9804, -25.3202, -21.1367], [17.1449, -24.6168, -21.8701], [16.5125, -25.5473, -23.1099], [18.4487, -26.4453, -21.2741], [19.0315, -20.5300, -22.6185], [17.6589, -20.7929, -22.7312], [16.9765, -19.8313, -23.6980], [16.3435, -18.7684, -22.9567], [19.1998, -19.5896, -22.5247], [17.4950, -21.7809, -23.1612], [17.1062, -20.7799, -21.7914], [16.1928, -20.2818, -24.3205], [17.6857, -19.4526, -24.4433], [15.8003, -18.2686, -23.5780], [13.9988, -20.1373, -22.2724], [13.5804, -20.5475, -23.5806], [13.1295, -19.3705, -24.3782], [14.2336, -18.4429, -24.4778], [14.6577, -19.4342, -22.3895], [14.3535, -21.1413, -24.0648], [12.7219, -21.1965, -23.3948], [12.2194, -18.8981, -24.0037], [12.9132, -19.6379, -25.4203], [13.9246, -17.5955, -24.8067], [12.8022, -24.1134, -28.2441], [12.2168, -24.2667, -26.9470], [12.4896, -23.0495, -26.0870], [13.7889, -23.0495, -25.5476], [13.5836, -24.6679, -28.3000], [11.1545, -24.4775, -27.1176], [12.5307, -25.1992, -26.4590], [11.7265, -23.0256, -25.2967], [12.3454, -22.1945, -26.7462], [13.8392, -23.7900, -24.9254], [15.2784, -22.6003, -21.9142], [14.7571, -21.8241, -21.6544], [14.6676, -23.2312, -22.3192]], "gap_ev": 9.51, "smiles": "NC(N)=O.NC(N)=O.NC(N)=O.OCCO.OCCO.OCCO.OCCO.O", "relative_energy_kj_mol": 64.01, "e_tot_ha": -1673.40031}



{"formula": "C11H38O12", "method": "ωB97M-V/def2-TZVPD", "symbols": ["C", "O", "O", "O", "C", "C", "O", "H", "H", "H", "H", "H", "H", "C", "O", "H", "H", "H", "H", "C", "O", "H", "H", "H", "H", "C", "O", "H", "H", "H", "H", "C", "O", "H", "H", "H", "H", "C", "O", "H", "H", "H", "H", "C", "O", "H", "H", "H", "H", "C", "O", "H", "H", "H", "H", "C", "O", "H", "H", "H", "H"], "xyz": [[-0.9269, 0.9753, -0.4583], [-1.2534, 0.9422, -1.6274], [-0.2041, 0.1016, -0.0331], [-1.3553, 1.9044, 0.3390], [5.6032, -4.6203, 5.2575], [4.8150, -4.6907, 3.9680], [3.7598, -3.6980, 3.9030], [6.1783, -5.5446, 5.3108], [4.9066, -4.4517, 6.0788], [6.2489, -3.7468, 5.1669], [4.3205, -5.6593, 3.8942], [5.4483, -4.4536, 3.1132], [3.4575, -3.6621, 2.9925], [-3.4712, -4.2471, 1.2177], [-1.9619, -4.1516, 1.2688], [-3.9615, -4.1052, 2.1808], [-3.8780, -3.4176, 0.6394], [-3.6949, -5.2211, 0.7826], [-1.7089, -3.2649, 1.0017], [2.2475, -4.1308, -2.2059], [2.8966, -3.1920, -1.2607], [1.4481, -4.5952, -1.6286], [1.7824, -3.4342, -2.9034], [2.9246, -4.8750, -2.6252], [2.2520, -2.4844, -1.1874], [-3.3455, -1.7461, -5.5338], [-3.8592, -1.6519, -4.2018], [-3.6767, -0.9250, -6.1695], [-2.2563, -1.7708, -5.4993], [-3.7820, -2.5939, -6.0618], [-3.2334, -1.1277, -3.6966], [2.8740, 1.2693, -4.2501], [1.6214, 1.2640, -4.8200], [3.6968, 1.4946, -4.9286], [2.9982, 1.9162, -3.3817], [3.0889, 0.3046, -3.7906], [0.9428, 1.0981, -4.1615], [-0.5692, 6.4043, 3.6283], [-0.2588, 6.3525, 2.2574], [-0.7866, 7.3629, 4.0994], [-1.4731, 5.8246, 3.8153], [0.2539, 6.0444, 4.2455], [-0.3576, 5.4285, 2.0166], [4.8701, 1.9507, 1.6644], [3.6451, 1.6781, 2.1966], [4.8830, 1.4809, 0.6809], [5.0766, 3.0208, 1.6521], [5.5865, 1.3329, 2.2058], [2.9488, 1.7449, 1.5392], [-2.9269, 5.1966, -3.1921], [-3.8143, 4.0750, -3.3709], [-2.4690, 5.2674, -2.2055], [-2.1454, 5.0550, -3.9386], [-3.3617, 6.1746, -3.3984], [-3.2796, 3.3236, -3.1043], [-6.4417, 1.3243, 2.0522], [-5.2934, 1.9360, 2.7075], [-7.3799, 1.8729, 2.1350], [-6.3758, 0.9469, 1.0317], [-6.6028, 0.4038, 2.6133], [-4.6707, 1.9898, 1.9789]], "gap_ev": 2.44, "relative_energy_kj_mol": 641.73, "total_charge": -2, "e_tot_ha": -1344.52251}